ORCA calculation (the ωB97M-V functional and the def2-TZVPD basis) on one molecule with the formula C19H25F2NO3 at a distorted geometry.

Geometry (Å):
O (-1.089, 5.648, -3.672)
F (2.621, -5.018, 0.523)
F (-0.970, -2.218, 3.429)
O (-2.102, 3.959, -4.716)
O (1.049, -6.363, 2.656)
C (-1.842, 4.712, -3.646)
C (0.167, -4.348, 3.230)
C (1.612, -3.055, 1.080)
C (1.722, -4.404, 1.281)
C (-0.010, -2.974, 2.845)
C (0.944, -5.033, 2.308)
C (0.614, -2.397, 1.772)
N (0.370, -1.113, 1.174)
C (1.350, -7.340, 1.580)
C (-2.293, 4.073, -2.334)
C (-0.881, -0.634, 0.557)
C (1.132, 0.051, 1.748)
C (-0.149, 2.838, -2.331)
C (-1.686, 3.123, -0.147)
C (-0.389, 0.231, -0.664)
C (1.579, 0.980, 0.664)
C (0.963, 2.242, -1.427)
C (-0.473, 2.365, 0.585)
C (-1.043, 3.717, -1.471)
C (0.393, 1.475, -0.212)
H (-1.657, 4.432, -5.511)
H (-0.298, -4.779, 4.082)
H (2.116, -2.556, 0.187)
H (0.892, -7.177, 0.591)
H (2.372, -7.337, 1.516)
H (1.074, -8.309, 1.985)
H (-2.763, 3.070, -2.504)
H (-3.042, 4.757, -1.882)
H (-1.495, -0.110, 1.231)
H (-1.487, -1.451, 0.134)
H (0.489, 0.538, 2.471)
H (1.964, -0.391, 2.293)
H (0.332, 3.525, -3.095)
H (-0.714, 2.072, -2.956)
H (-2.117, 3.816, 0.527)
H (-2.376, 2.416, -0.437)
H (-1.186, 0.502, -1.313)
H (0.172, -0.413, -1.316)
H (2.060, 1.879, 1.000)
H (2.282, 0.297, 0.052)
H (1.596, 3.091, -1.056)
H (1.654, 1.715, -2.008)
H (-0.994, 2.096, 1.587)
H (0.148, 3.168, 0.778)
H (-0.609, 4.637, -1.171)

Calculated values
F_max = 5.20 eV/A
SMILES string = COc1cc(F)c(N2CCC3(CCC(CC(=O)O)CC3)CC2)cc1F
Lowest unoccupied orbital energy = 0.7 eV
Energy above the lowest of the compared OMol25 structures with the same formula, charge and spin = 53.7 kcal/mol
Electronic energy = -33173.8332 eV

***

ORCA calculation (the ωB97M-V functional and the def2-TZVPD basis) on C19H25F4GeSi as an isolated structure at a distorted geometry.

Geometry (Å):
C (4.791, -11.494, 5.722)
Si (3.978, -9.887, 6.236)
C (5.239, -8.545, 6.576)
H (3.145, -9.437, 5.123)
C (2.847, -10.144, 7.716)
Ge (0.967, -9.752, 7.358)
C (-0.062, -10.071, 8.978)
C (0.787, -7.894, 6.811)
C (0.330, -10.915, 5.934)
H (5.421, -11.865, 6.527)
H (4.035, -12.243, 5.499)
H (5.407, -11.344, 4.839)
H (5.880, -8.840, 7.402)
H (5.857, -8.372, 5.699)
H (4.737, -7.617, 6.839)
H (2.923, -11.178, 8.043)
H (3.180, -9.504, 8.530)
H (-1.112, -9.861, 8.802)
H (0.045, -11.106, 9.285)
H (0.298, -9.429, 9.776)
H (-0.257, -7.664, 6.620)
H (1.156, -7.242, 7.597)
H (1.360, -7.716, 5.907)
H (-0.717, -10.713, 5.729)
H (0.907, -10.743, 5.030)
H (0.442, -11.953, 6.232)
F (-0.588, -4.422, 5.262)
C (-0.890, -5.541, 4.564)
C (-2.107, -6.172, 4.759)
C (-2.432, -7.308, 4.043)
F (-3.650, -7.879, 4.179)
C (-1.532, -7.816, 3.140)
C (-0.291, -7.197, 2.895)
C (0.517, -7.778, 1.889)
C (1.725, -7.388, 1.260)
C (2.105, -8.128, 0.124)
C (3.227, -7.818, -0.604)
F (3.513, -8.506, -1.733)
C (4.027, -6.765, -0.203)
C (3.704, -6.024, 0.921)
F (4.490, -4.989, 1.298)
C (2.572, -6.329, 1.643)
C (0.003, -6.041, 3.645)
H (-2.824, -5.752, 5.439)
H (-1.807, -8.700, 2.595)
H (0.096, -8.682, 1.477)
H (1.502, -8.953, -0.206)
H (4.886, -6.500, -0.791)
H (2.381, -5.740, 2.515)
H (0.920, -5.506, 3.520)

Calculated values
F_max = 1.26 eV/A
Lowest unoccupied orbital energy = -6.7 eV
Energy above the lowest of the compared OMol25 structures with the same formula, charge and spin = 1.4 kcal/mol
Total charge = +1
Electronic energy = -95364.5614 eV

***

ORCA calculation (the ωB97M-V functional and the def2-TZVPD basis) on C19H25FLiN3O2S as an isolated structure at a distorted geometry.

Geometry (Å):
Li (1.039, -1.319, -2.194)
O (2.939, -1.875, -2.774)
C (3.019, -3.108, -2.093)
C (3.710, -2.928, -0.743)
C (3.155, -1.763, 0.086)
C (1.764, -1.973, 0.594)
C (1.490, -2.137, 1.950)
C (0.178, -2.301, 2.359)
C (-0.824, -2.342, 1.401)
C (-0.458, -2.187, 0.076)
N (0.791, -1.981, -0.306)
H (2.416, -2.039, -3.568)
H (3.605, -3.827, -2.688)
H (2.015, -3.522, -1.948)
H (4.766, -2.721, -0.918)
H (3.629, -3.867, -0.194)
H (3.171, -0.889, -0.561)
H (3.820, -1.577, 0.928)
H (2.284, -2.100, 2.679)
H (-0.058, -2.404, 3.408)
H (-1.860, -2.480, 1.673)
H (-1.178, -2.242, -0.726)
C (-2.327, 3.014, -2.409)
C (-2.935, 1.698, -1.942)
C (-1.901, 0.575, -1.847)
N (-0.966, 0.772, -0.762)
C (0.334, 1.054, -0.907)
S (1.088, 1.321, -2.344)
N (1.115, 1.114, 0.236)
C (0.830, 1.199, 1.581)
O (1.672, 0.862, 2.387)
C (-0.475, 1.776, 1.999)
C (-0.987, 2.926, 1.403)
C (-2.149, 3.497, 1.890)
C (-2.805, 2.930, 2.972)
C (-2.283, 1.802, 3.587)
C (-1.116, 1.235, 3.112)
H (-3.091, 3.788, -2.452)
H (-1.894, 2.901, -3.399)
H (-1.544, 3.341, -1.730)
H (-3.699, 1.381, -2.652)
H (-3.414, 1.836, -0.969)
H (-1.333, 0.502, -2.777)
H (-2.413, -0.377, -1.681)
H (-1.317, 0.621, 0.173)
H (2.104, 0.995, 0.042)
H (-0.464, 3.383, 0.575)
H (-2.537, 4.394, 1.433)
H (-3.717, 3.372, 3.342)
H (-2.774, 1.374, 4.447)
H (-0.681, 0.370, 3.589)
F (0.260, -2.073, -3.343)

Calculated values
F_max = 1.09 eV/A
Lowest unoccupied orbital energy = -0.1 eV
Energy above the lowest of the compared OMol25 structures with the same formula, charge and spin = 11.3 kcal/mol
Electronic energy = -42435.2809 eV

***

ORCA calculation (the ωB97M-V functional and the def2-TZVPD basis) on one molecule with the formula C19H25N3O2S.

Geometry (Å):
C (1.269, 2.033, -2.821)
H (0.977, 0.983, -2.726)
O (1.873, 2.503, -1.637)
C (1.151, 2.483, -0.488)
C (1.836, 2.869, 0.666)
C (1.192, 2.855, 1.886)
C (-0.131, 2.460, 1.979)
C (-0.822, 2.094, 0.829)
C (-0.183, 2.104, -0.406)
H (-0.742, 1.821, -1.281)
N (-2.139, 1.638, 0.976)
C (-3.064, 1.337, 0.014)
O (-2.977, 1.687, -1.141)
C (-4.187, 0.452, 0.533)
C (-3.960, -1.009, 0.084)
H (-4.528, -1.662, 0.749)
H (-4.359, -1.136, -0.922)
C (-2.477, -1.412, 0.083)
C (-1.880, -1.352, -1.323)
C (-0.377, -1.561, -1.234)
N (-0.076, -2.846, -0.626)
C (1.349, -3.139, -0.668)
C (2.207, -2.002, -0.214)
N (2.820, -1.205, -1.014)
C (3.439, -0.191, -0.368)
C (3.297, -0.193, 0.981)
S (2.341, -1.533, 1.476)
H (3.677, 0.499, 1.704)
H (3.982, 0.538, -0.942)
H (1.538, -4.028, -0.063)
H (1.616, -3.351, -1.708)
C (-0.669, -2.993, 0.691)
C (-2.186, -2.810, 0.624)
H (-2.603, -2.938, 1.625)
H (-2.617, -3.567, -0.032)
H (-0.431, -3.998, 1.053)
H (-0.260, -2.265, 1.415)
H (0.074, -1.556, -2.230)
H (0.057, -0.722, -0.659)
H (-2.086, -0.391, -1.794)
H (-2.321, -2.138, -1.938)
H (-1.921, -0.719, 0.722)
H (-5.134, 0.809, 0.128)
H (-4.235, 0.501, 1.622)
H (-2.396, 1.442, 1.933)
H (-0.626, 2.436, 2.939)
H (1.725, 3.149, 2.777)
H (2.867, 3.169, 0.577)
H (0.396, 2.633, -3.094)
H (2.029, 2.127, -3.594)

Calculated values
F_max = 0.98 eV/A
SMILES string = COc1cccc(NC(=O)CCC2CCN(Cc3nccs3)CC2)c1
Lowest unoccupied orbital energy = 0.5 eV
Energy above the lowest of the compared OMol25 structures with the same formula, charge and spin = 33.3 kcal/mol
Electronic energy = -39509.6900 eV